Entry 1:
This record from OMol25 describes a 5-piece molecular cluster, C15H36O11P2 overall at a distorted geometry. The level of theory is the ωB97M-V functional and the def2-TZVPD basis.

E: -57233.7300 eV
energy above the lowest of the compared OMol25 structures with the same formula, charge and spin: 207.2 kJ/mol
HOMO-LUMO gap: 9.5 eV

```
! RIJCOSX wB97M-V def2-TZVPD def2/J DEFGRID3
* xyz 0 1
C -19.548 2.228 68.086
C -19.730 3.754 68.289
O -20.783 4.328 67.861
C -18.560 4.396 69.024
H -20.331 1.669 67.878
H -19.496 1.812 69.040
H -18.643 1.876 67.432
H -17.626 4.375 68.334
H -18.465 3.989 69.967
H -18.892 5.368 69.003
C -15.464 8.917 63.734
C -16.189 8.090 62.642
O -15.480 7.422 61.930
C -17.756 8.067 62.521
H -14.421 8.855 63.981
H -15.998 8.789 64.611
H -15.562 9.983 63.451
H -18.001 7.559 61.662
H -17.980 9.234 62.302
H -18.415 7.646 63.466
C -15.922 6.696 67.678
C -17.156 7.513 67.087
O -17.079 8.725 67.202
C -18.317 6.770 66.481
H -15.707 6.237 66.605
H -16.038 5.644 68.122
H -15.078 7.313 68.089
H -17.734 6.016 65.839
H -18.613 7.423 65.836
H -19.115 6.288 67.016
C -16.070 0.767 65.416
O -15.004 0.826 66.496
P -14.697 2.098 67.133
O -15.772 3.116 67.300
O -14.626 1.581 68.628
C -15.835 1.487 69.328
O -13.278 2.901 67.082
C -12.781 3.684 68.099
H -16.050 1.387 64.690
H -16.986 0.736 65.764
H -15.879 -0.233 64.840
H -16.743 1.007 68.699
H -16.137 2.494 69.852
H -15.550 0.666 70.113
H -11.756 4.051 68.012
H -13.007 3.110 68.939
H -13.407 4.635 68.008
C -20.884 4.946 64.554
O -20.905 3.955 63.458
P -19.730 3.963 62.331
O -19.464 5.414 62.021
O -18.446 3.316 63.005
C -17.301 4.118 62.993
O -20.011 3.171 60.951
C -18.970 2.895 60.103
H -21.745 4.971 65.128
H -20.780 5.946 64.199
H -20.011 4.730 65.111
H -16.418 3.526 63.480
H -17.403 4.945 63.388
H -16.709 4.400 62.129
H -18.679 3.683 59.610
H -19.237 2.216 59.200
H -18.199 2.353 60.636
*
```

***

Entry 2:
This record from OMol25 describes C14H26AlN3OP2 as an isolated structure at a distorted geometry. The level of theory is the ωB97M-V functional and the def2-TZVPD basis.

E: -46630.0477 eV
energy above the lowest of the compared OMol25 structures with the same formula, charge and spin: 0.0 kJ/mol
HOMO-LUMO gap: 6.0 eV

```
! RIJCOSX wB97M-V def2-TZVPD def2/J DEFGRID3
* xyz 0 1
C 0.126 -2.297 -1.117
C 1.554 -1.987 -1.505
C 1.957 -2.358 -2.783
C 3.243 -2.098 -3.227
C 4.133 -1.474 -2.370
C 3.735 -1.118 -1.088
C 2.442 -1.348 -0.624
C 2.008 -0.956 0.778
Al 3.083 0.430 1.763
P 1.782 2.429 1.750
N 1.373 2.683 0.202
P 3.450 -0.386 3.977
O 2.356 -1.295 4.500
H -0.565 -1.613 -1.622
H -0.009 -2.253 -0.040
H -0.138 -3.300 -1.459
H 1.264 -2.865 -3.447
H 3.568 -2.368 -4.225
H 5.148 -1.259 -2.683
H 4.468 -0.642 -0.452
H 1.984 -1.855 1.407
H 0.981 -0.583 0.727
H 4.503 0.831 1.153
H 0.582 2.293 2.522
H 2.472 3.557 2.259
H 1.695 3.583 -0.130
H 3.769 0.652 4.901
H 4.691 -1.090 3.957
C -1.980 0.486 2.130
C -1.696 0.299 0.651
N -2.768 0.816 -0.211
C -2.593 1.771 -1.181
C -3.797 1.949 -1.781
N -4.684 1.096 -1.162
C -4.032 0.422 -0.216
C -6.101 0.943 -1.479
H -2.868 -0.053 2.467
H -1.123 0.116 2.691
H -2.118 1.544 2.357
H -1.547 -0.751 0.407
H -0.790 0.841 0.372
H -1.624 2.218 -1.338
H -4.117 2.588 -2.583
H -4.463 -0.321 0.434
H -6.703 1.232 -0.621
H -6.308 -0.092 -1.742
H -6.344 1.583 -2.321
*
```

***

Entry 3:
This record from OMol25 describes a 2-piece molecular cluster, C3H8FN3 overall at a distorted geometry. The level of theory is the ωB97M-V functional and the def2-TZVPD basis.

E: -10408.2239 eV
energy above the lowest of the compared OMol25 structures with the same formula, charge and spin: 147.8 kJ/mol
HOMO-LUMO gap: 11.5 eV

```
! RIJCOSX wB97M-V def2-TZVPD def2/J DEFGRID3
* xyz 2 1
C -0.906 -0.009 0.631
C 1.408 0.051 0.275
C 0.118 -1.141 -1.313
N 0.244 -0.378 -0.047
N -2.048 -0.326 0.111
N 2.443 0.305 0.578
F 0.400 2.178 1.239
H -0.699 0.458 1.576
H -0.571 -1.975 -0.988
H -0.101 -0.655 -2.222
H 1.160 -1.630 -1.716
H -2.933 -0.286 0.631
H -2.088 -0.684 -0.917
H 3.180 0.932 0.839
H 0.391 3.159 1.324
*
```

***

Entry 4:
This record from OMol25 describes a 3-piece molecular cluster, C31H21BrNO4 overall at a distorted geometry. The level of theory is the ωB97M-V functional and the def2-TZVPD basis.

E: -112209.9825 eV
HOMO-LUMO gap: 2.4 eV

```
! RIJCOSX wB97M-V def2-TZVPD def2/J DEFGRID3
* xyz -1 1
N 0.171 5.409 -0.956
C -0.416 6.201 -1.777
C -1.712 6.990 -1.505
C -2.988 6.124 -1.120
Br -2.941 4.302 -1.943
H 1.002 5.057 -1.442
H 0.068 6.360 -2.771
H -1.518 7.677 -0.643
H -1.982 7.654 -2.366
H -3.848 6.652 -1.607
C -0.845 4.713 4.791
C -0.634 4.978 3.441
C -0.124 3.992 2.608
C 0.189 2.737 3.129
C -0.002 2.479 4.490
C -0.531 3.468 5.316
C 0.369 1.167 5.071
O 0.199 0.938 6.255
C 0.961 0.135 4.183
C 1.368 -1.083 4.723
C 1.912 -2.059 3.901
C 2.045 -1.827 2.534
C 1.647 -0.613 1.994
C 1.112 0.375 2.818
C 0.720 1.682 2.232
O 0.841 1.883 1.040
H -1.253 5.482 5.436
H -0.871 5.954 3.035
H 0.032 4.204 1.555
H -0.692 3.267 6.367
H 1.264 -1.268 5.784
H 2.232 -3.004 4.324
H 2.463 -2.592 1.892
H 1.757 -0.436 0.932
C 1.337 -7.489 -3.607
C 0.039 -7.623 -4.093
C -0.823 -6.537 -4.082
C -0.395 -5.313 -3.575
C 0.898 -5.185 -3.067
C 1.766 -6.274 -3.094
C 1.355 -3.900 -2.478
O 2.485 -3.791 -2.038
C 0.407 -2.763 -2.429
C 0.798 -1.568 -1.830
C -0.076 -0.493 -1.789
C -1.342 -0.600 -2.353
C -1.743 -1.788 -2.948
C -0.873 -2.877 -2.980
C -1.321 -4.153 -3.585
O -2.429 -4.254 -4.078
H 2.013 -8.336 -3.624
H -0.299 -8.576 -4.481
H -1.830 -6.643 -4.465
H 2.774 -6.173 -2.713
H 1.784 -1.475 -1.391
H 0.228 0.435 -1.317
H -2.018 0.246 -2.322
H -2.731 -1.869 -3.382
*
```